Computed, not measured: a gas-phase ion, C3H6NO2 (charge -1) at a distorted geometry, with ωB97M-V/def2-TZVPD.

The geometry in XYZ format:
```
12
Properties=species:S:1:pos:R:3:forces:R:3
N -2.005 0.626 1.629 -0.6 0.7 -0.1
C -0.768 0.785 0.910 1.1 -1.4 -1.2
C -0.459 -0.390 -0.055 -1.5 -0.9 1.0
C 0.884 -0.399 -0.804 0.0 0.2 0.0
O 1.548 0.658 -0.726 0.1 0.1 0.0
O 1.167 -1.465 -1.388 0.0 -0.1 -0.1
H -2.691 -0.009 1.265 0.1 -0.2 0.1
H -1.981 0.716 2.626 0.0 -0.2 0.0
H 0.068 0.713 1.610 0.0 0.8 0.0
H -0.720 1.650 0.242 0.0 0.4 0.7
H -0.554 -1.324 0.524 0.5 0.1 0.2
H -1.318 -0.565 -0.718 0.2 0.5 -0.5
```
Positions in Å, forces in eV/Å.

## Properties
E_HOMO = -3.9 eV
Net charge = -1
SMILES = NCCC(=O)[O-]
Calculated total energy = -8794.5191 eV
ΔE to the lowest compared entry with this formula, charge and spin = 67.3 kJ/mol
Orbital gap = 0.295 Ha
Largest force on an atom = 2.17 eV/Å